{
  "formula": "C13H17HfIN2O3S",
  "method": "wB97M-V/def2-TZVPD",
  "de_lowest_ev": 0.000,
  "total_energy_ev": -43110.59964,
  "fmax_ev_per_a": 1.64,
  "total_charge": 2,
  "symbols": ["C", "C", "H", "H", "H", "H", "H", "H", "C", "C", "C", "C", "H", "H", "H", "H", "N", "C", "C", "N", "C", "C", "C", "H", "H", "C", "H", "H", "Hf", "I", "C", "S", "O", "O", "O", "H", "H", "H"],
  "xyz": [[0.679239, -3.567455, 3.828466], [-0.638545, -3.041497, 4.386372], [0.522945, -4.463157, 3.223503], [1.384210, -3.817875, 4.627397], [1.158019, -2.820988, 3.184154], [-1.271724, -2.617122, 3.603119], [-1.196741, -3.849827, 4.869033], [-0.459224, -2.267675, 5.138241], [1.924620, -0.719472, -2.716159], [1.988843, -0.932945, -4.083982], [1.016347, -0.376398, -4.911580], [-0.034974, 0.333987, -4.350777], [2.679504, -1.064972, -2.012405], [2.799188, -1.531672, -4.485236], [1.061357, -0.487408, -5.988796], [-0.807273, 0.817630, -4.944571], [0.861594, -0.080766, -2.157477], [-0.141290, 0.421713, -2.961483], [-1.277531, 1.036025, -2.273295], [-1.290069, 0.900063, -0.900267], [-2.204801, 1.579586, -0.149273], [-3.253351, 2.400245, -2.145145], [-3.202498, 2.325107, -0.751963], [-2.073124, 1.489783, 0.925075], [-3.919765, 2.836002, -0.112527], [-2.281371, 1.768267, -2.913591], [-2.253660, 1.844254, -3.999972], [-4.037252, 2.965900, -2.641102], [0.495426, 0.086472, -0.013536], [1.227586, -2.382982, 0.597480], [2.180621, 1.452824, 3.202749], [0.983535, 1.934289, 1.966215], [-0.070459, 0.804519, 1.909074], [0.476064, 3.262382, 2.103798], [1.714054, 1.633481, 0.618427], [2.117475, 2.212387, 3.990298], [3.166856, 1.463695, 2.718431], [1.976169, 0.453601, 3.621305]],
  "atomic_forces_ev_per_a": [[0.0984, 0.0742, 0.0474], [0.0630, -0.1011, 0.1883], [0.0419, 0.0032, 0.0172], [-0.1341, -0.0196, -0.1307], [0.0037, -0.1503, 0.4484], [-0.0196, -0.0442, 0.0156], [0.0352, 0.1996, -0.0574], [-0.0933, -0.0494, -0.0841], [-0.7482, 0.2426, -0.0841], [0.1988, -0.0280, 0.1340], [0.0655, 0.0115, 0.1429], [-0.5273, 0.2709, 0.8743], [-0.0832, -0.0570, -0.3262], [-0.0396, 0.1910, -0.0083], [0.0998, -0.0635, 0.0796], [0.3174, -0.3492, -0.1258], [-0.4334, 0.3525, -1.1856], [1.3378, -0.6990, -0.6300], [-1.0753, 0.5960, 0.8272], [-0.4512, 0.8051, -0.7302], [0.1211, -0.3280, -0.7793], [-0.0414, -0.0261, 0.1561], [0.0029, -0.0165, 0.2081], [-0.3161, 0.0604, -0.1617], [0.1103, -0.0678, -0.2767], [0.7937, -0.4978, 0.1717], [-0.2405, 0.1301, 0.3829], [0.0953, -0.0457, 0.1342], [0.8704, -0.4252, 1.1409], [-0.0617, 0.0347, -0.3705], [0.0322, 0.2593, 0.2736], [0.0825, -0.0311, 0.4738], [0.3814, 0.8644, -0.2606], [0.5402, -1.4316, -0.2257], [-0.5912, -0.0411, 0.1285], [0.0920, -0.1743, -0.1507], [-0.3310, 0.1369, 0.1439], [-0.1967, 0.4143, -0.4007]],
  "lowdin_charge": [-0.228, -0.162, 0.062, 0.076, -0.085, 0.052, 0.075, 0.065, -0.087, 0.015, 0.031, 0.046, 0.103, 0.137, 0.142, 0.128, -0.087, -0.175, -0.169, -0.059, -0.052, 0.035, 0.019, 0.119, 0.140, 0.050, 0.130, 0.142, 1.285, 0.537, -0.069, 0.613, -0.474, -0.196, -0.445, 0.096, 0.095, 0.094]
}

{
  "formula": "C13H17IN2W",
  "method": "wB97M-V/def2-TZVPD",
  "s2": 2.006,
  "spin_multiplicity": 3,
  "de_lowest_ev": 1.369,
  "total_energy_ev": -26643.54324,
  "fmax_ev_per_a": 3.00,
  "total_charge": 2,
  "symbols": ["C", "C", "H", "H", "H", "H", "H", "H", "C", "C", "C", "C", "H", "H", "H", "H", "N", "C", "C", "N", "C", "C", "C", "H", "H", "C", "H", "H", "W", "C", "H", "H", "H", "I"],
  "xyz": [[1.957992, -0.465110, 0.381085], [0.319479, 1.586020, 1.255332], [1.947409, -1.257483, 1.131573], [2.513623, 0.401354, 0.742015], [2.391942, -0.807462, -0.564206], [-0.666613, 2.003022, 1.481792], [0.769159, 1.211138, 2.174458], [0.957553, 2.335562, 0.782019], [0.346556, -2.716549, -1.525392], [-0.038888, -3.844427, -2.239611], [-1.344652, -3.912122, -2.720945], [-2.210345, -2.854898, -2.470171], [1.343837, -2.618431, -1.110871], [0.668758, -4.650122, -2.402743], [-1.687699, -4.779600, -3.276088], [-3.234011, -2.898625, -2.822866], [-0.484324, -1.694153, -1.287560], [-1.757079, -1.747365, -1.745426], [-2.620317, -0.598465, -1.410042], [-2.071113, 0.357077, -0.622728], [-2.804357, 1.419775, -0.270939], [-4.700906, 0.617301, -1.485617], [-4.122946, 1.591461, -0.674622], [-2.307282, 2.145899, 0.363368], [-4.677299, 2.467931, -0.356601], [-3.941132, -0.484789, -1.857666], [-4.372932, -1.250363, -2.491317], [-5.727932, 0.713044, -1.823891], [0.000000, 0.000000, 0.000000], [0.713235, 1.186536, -1.545493], [0.138507, 2.116617, -1.534703], [0.544672, 0.640558, -2.478162], [1.775172, 1.393955, -1.408041], [-0.882655, -1.567372, 2.086313]],
  "atomic_forces_ev_per_a": [[0.3036, -0.3758, -0.5100], [-0.8981, -0.1666, 1.2342], [0.4246, -0.1145, -0.0169], [0.1949, -0.2009, -0.0945], [0.4104, -0.1928, 0.1865], [0.1028, 0.4547, 0.3273], [0.0699, 0.5322, 0.3560], [-0.1061, -0.0005, 0.0903], [0.1924, -0.6527, -0.1612], [-0.0078, 0.2681, 0.0545], [0.2223, 0.0963, 0.1236], [0.0838, 0.4728, 0.2485], [-0.0629, -0.1338, -0.1042], [-0.0721, 0.1357, 0.0143], [0.0496, 0.1031, 0.0718], [0.1720, -0.0095, 0.0282], [-1.0066, -0.6157, -0.0370], [-0.2309, -0.8290, -0.5795], [-1.0380, 0.1951, -0.2886], [-0.5435, -0.4878, -0.6037], [-0.5277, 0.4483, 0.0420], [0.2050, 0.1517, 0.1590], [0.2504, -0.1166, 0.0220], [-0.1931, 0.0143, -0.1346], [0.1027, -0.1129, -0.0383], [0.5703, -0.1733, 0.1196], [0.0435, 0.1416, 0.0890], [0.1283, -0.0018, 0.0425], [2.0166, 1.8607, -1.2077], [-0.2986, -0.1681, -0.2444], [0.1216, 0.0577, -0.2022], [0.2048, 0.1929, -0.2085], [-0.0978, 0.1510, -0.2421], [-0.7865, -0.9240, 1.4642]],
  "lowdin_charge": [-0.340, -0.325, 0.005, 0.050, 0.040, 0.017, 0.022, 0.056, -0.084, 0.018, 0.024, 0.045, 0.114, 0.136, 0.141, 0.125, -0.106, -0.199, -0.194, -0.098, -0.077, 0.027, 0.019, 0.112, 0.136, 0.046, 0.125, 0.141, 1.366, -0.247, 0.042, 0.039, 0.048, 0.777]
}

{
  "formula": "C13H17IrN2O4SSe3Te",
  "method": "wB97M-V/def2-TZVPD",
  "s2": 0.756,
  "spin_multiplicity": 2,
  "de_lowest_ev": 0.388,
  "total_energy_ev": -241933.59273,
  "fmax_ev_per_a": 2.23,
  "total_charge": -1,
  "symbols": ["Ir", "Se", "Se", "Te", "Se", "O", "N", "O", "O", "S", "C", "N", "C", "C", "C", "C", "C", "C", "C", "C", "C", "C", "C", "C", "O", "H", "H", "H", "H", "H", "H", "H", "H", "H", "H", "H", "H", "H", "H", "H", "H", "H"],
  "xyz": [[1.549354, 1.187711, -0.381745], [0.827044, 2.494345, -2.369441], [2.042688, 2.076442, -4.235890], [3.249731, -0.020791, -3.452247], [3.798036, 0.945500, -1.243971], [1.708158, -0.109274, 1.130072], [2.803079, -0.105440, 1.923937], [2.823638, -0.974191, 2.752845], [3.633913, 0.748495, 1.737800], [2.648495, 5.498846, 1.339398], [2.438423, 4.028286, 0.676375], [2.305651, 2.980026, 0.181506], [1.466027, -2.518826, -1.063015], [-0.028774, -2.555829, -1.383309], [-0.335403, -1.976352, -2.765475], [-0.894408, -1.956315, -0.287308], [-1.740292, -2.806223, 0.413965], [-2.599764, -2.330440, 1.388823], [-2.618742, -0.972662, 1.651286], [-1.791412, -0.075662, 0.981717], [-1.927147, 1.391008, 1.358154], [-2.155144, 2.338163, 0.180848], [-0.806093, 1.888251, 2.271240], [-0.910627, -0.579967, 0.014341], [-0.174025, 0.271966, -0.738873], [2.014799, -3.121971, -1.792078], [1.663325, -2.909511, -0.065438], [1.865286, -1.509762, -1.108440], [-0.308521, -3.615719, -1.415002], [-0.106812, -0.912677, -2.801808], [-1.390178, -2.109216, -3.013239], [0.264337, -2.479808, -3.527222], [-1.722478, -3.865244, 0.180228], [-3.253800, -3.004945, 1.925420], [-3.300262, -0.582326, 2.398809], [-2.840687, 1.428266, 1.962274], [-1.259495, 2.448980, -0.425960], [-2.428832, 3.328519, 0.550895], [-2.954467, 1.975302, -0.467506], [0.161057, 1.924834, 1.765770], [-0.693627, 1.236367, 3.138651], [-1.022049, 2.901845, 2.613612]],
  "atomic_forces_ev_per_a": [[-0.7365, 0.8345, -1.9358], [-0.0225, 0.1491, 0.2530], [-0.0542, -0.1135, 0.0204], [0.0781, 0.0781, 0.0495], [0.1699, -0.1860, 0.1793], [0.5793, 0.1080, 0.6206], [-0.8657, 0.1879, -0.7137], [0.1829, -0.4281, 0.5049], [0.4411, 0.1684, 0.2423], [-0.0372, -0.0851, -0.0666], [0.1300, 0.0269, -0.0234], [0.0005, -0.5115, 0.5109], [-0.0210, -0.0312, -0.0757], [-0.0204, -0.0754, 0.1067], [0.0306, 0.0269, 0.0258], [0.0163, 0.0391, -0.0873], [0.0571, 0.0239, 0.0206], [0.0023, 0.0365, 0.0115], [0.0083, -0.0713, 0.0356], [-0.0711, 0.0000, 0.1359], [-0.0479, 0.0103, 0.0266], [0.0158, 0.0224, -0.0153], [0.1225, -0.0116, -0.0591], [0.0257, -0.1481, -0.2392], [0.1352, -0.1680, 0.4054], [0.0116, -0.0215, -0.0007], [0.0097, -0.0102, 0.0375], [-0.0075, 0.0526, 0.0459], [-0.0048, 0.0310, -0.0145], [0.0121, 0.0362, -0.0034], [-0.0174, 0.0097, -0.0064], [0.0036, -0.0260, -0.0204], [-0.0003, -0.0063, -0.0070], [-0.0167, -0.0151, 0.0176], [-0.0162, 0.0042, 0.0212], [-0.0035, 0.0380, -0.0350], [0.0028, 0.0001, 0.0048], [-0.0297, 0.0052, 0.0073], [-0.0094, -0.0024, -0.0133], [-0.0389, -0.0082, -0.0128], [0.0045, 0.0110, 0.0060], [-0.0188, 0.0195, 0.0402]],
  "lowdin_charge": [0.792, 0.245, -0.068, 0.347, 0.049, -0.267, -0.535, 0.067, -0.035, 0.450, -0.954, -0.242, -0.081, -0.363, -0.069, -0.132, -0.051, -0.100, -0.053, -0.132, -0.369, -0.066, -0.052, -0.267, -0.375, 0.075, 0.087, -0.017, 0.120, 0.050, 0.080, 0.071, 0.104, 0.091, 0.104, 0.118, 0.008, 0.079, 0.085, 0.038, 0.087, 0.081]
}